Entry 1:
Below is a 2-piece molecular cluster, C4H8O2 overall at a distorted geometry, with properties calculated with the ωB97M-V functional and the def2-TZVPD basis.

Values from the calculation:
total charge	0
SMILES	C=C/C=C/O.O
frontier orbital gap	0.3385	Ha
ΔE to the lowest compared entry with this formula, charge and spin	295.1	kJ/mol

Structure (XYZ):
```
14
Properties=species:S:1:pos:R:3:forces:R:3:nbo_charge:R:1
C -0.262 -2.346 1.069 2.4682 -1.8482 -0.9572 -0.41
C 0.634 -1.387 0.680 -2.2710 -2.4074 0.3275 -0.19
C 0.407 -0.002 0.847 1.4407 0.4356 -2.0339 -0.34
C 0.790 0.913 -0.033 0.7031 0.6535 -1.3448 0.19
O 0.712 2.263 0.185 1.0992 0.0571 -0.1676 -0.71
H 0.005 -3.436 0.744 -0.5254 2.0138 0.8444 0.19
H -1.111 -2.299 1.755 0.1379 0.6474 -0.5447 0.20
H 1.546 -1.644 0.195 0.3375 -0.6000 -0.7176 0.20
H -0.052 0.216 1.724 -1.4471 1.3956 2.4967 0.21
H 1.234 0.795 -1.079 -0.4078 -0.7366 1.7675 0.17
H -0.168 2.548 0.320 -1.4818 0.3651 0.3575 0.48
O -1.629 0.366 -2.014 -0.0480 3.1502 1.4807 -0.92
H -1.130 -0.182 -2.535 2.1441 -2.0267 -2.0224 0.46
H -2.409 -0.102 -1.876 -2.1496 -1.0993 0.5139 0.46
```
Forces are in eV/Å.

Entry 2:
Below is one molecule with the formula C4H8O2, with properties calculated with the ωB97M-V functional and the def2-TZVPD basis.

Values from the calculation:
total charge	0
SMILES	C[C@H](C=O)CO
frontier orbital gap	0.3909	Ha
ΔE to the lowest compared entry with this formula, charge and spin	132.3	kJ/mol

Structure (XYZ):
```
14
Properties=species:S:1:pos:R:3:forces:R:3:nbo_charge:R:1
C -0.855 -0.760 0.702 -0.1445 -0.0387 0.0351 -0.60
C -0.098 0.475 0.175 -0.0767 0.0099 0.0546 -0.37
C -1.054 1.071 -0.841 -0.2312 0.1583 0.0611 0.46
O -1.853 1.938 -0.592 0.4035 -0.2392 -0.1355 -0.51
C 1.258 0.067 -0.431 -0.0766 0.2140 -0.1513 -0.06
O 1.782 -1.111 0.140 0.2939 -0.1709 0.2124 -0.71
H -1.723 -0.442 1.282 0.0028 -0.0332 -0.1149 0.22
H -0.236 -1.408 1.326 -0.0865 0.2092 -0.0729 0.22
H -1.193 -1.375 -0.141 0.0042 0.0543 0.1572 0.21
H 0.030 1.230 0.963 -0.0274 -0.2832 -0.0612 0.22
H -1.055 0.573 -1.841 0.0704 0.0988 0.1397 0.10
H 1.153 -0.159 -1.496 -0.0717 0.0297 0.0386 0.18
H 1.988 0.881 -0.339 -0.1843 0.0237 -0.0543 0.17
H 1.855 -0.981 1.092 0.1241 -0.0327 -0.1085 0.46
```
Forces are in eV/Å.

Entry 3:
Below is a 2-piece molecular cluster, C4H8O2 overall at a distorted geometry, with properties calculated with the ωB97M-V functional and the def2-TZVPD basis.

Values from the calculation:
total charge	0
SMILES	C=CO.CC=O
frontier orbital gap	0.3622	Ha
ΔE to the lowest compared entry with this formula, charge and spin	329.4	kJ/mol

Structure (XYZ):
```
14
Properties=species:S:1:pos:R:3:forces:R:3:nbo_charge:R:1
C 2.051 1.408 0.439 -1.1098 -1.1479 -1.0676 -0.48
C 1.626 1.391 1.738 2.2543 2.6126 -2.3001 0.09
O 1.653 2.737 2.251 -0.6290 -1.9573 1.7963 -0.71
H 2.037 0.448 -0.223 0.1783 1.7504 1.5595 0.20
H 2.231 2.382 -0.173 -0.3604 -1.8097 1.6037 0.22
H 1.561 0.492 2.367 -0.3875 0.7528 -0.1326 0.20
H 1.573 2.752 3.242 0.0512 -0.2133 -1.4634 0.48
C -1.785 -2.775 -0.782 1.7747 1.5407 0.2626 -0.72
C -1.482 -1.408 -1.504 0.0214 -3.1916 -0.3508 0.43
O -2.172 -1.181 -2.442 -0.8607 1.5976 -1.1245 -0.50
H -1.574 -3.630 -1.427 -0.7511 0.2907 -0.3206 0.24
H -2.630 -2.823 -0.131 -1.2159 0.0238 -0.4608 0.24
H -1.023 -2.846 -0.066 1.5466 -0.3242 1.3136 0.20
H -0.485 -0.910 -1.410 -0.5120 0.0752 0.6847 0.12
```
Forces are in eV/Å.

no.,HOMO level (Ha)
1,-0.3079
2,-0.3642
3,-0.3368